(1)
An isolated molecule of C24H25NO4, computed with ωB97M-V/def2-TZVPD.

```
54
Properties=species:S:1:pos:R:3:forces:R:3:nbo_charge:R:1
C -0.779527 -3.027963 -0.242814 0.11 0.01 0.32 -0.254
O -1.286832 -2.795481 -1.532284 -0.07 0.25 -0.61 -0.514
C -0.985974 -1.616032 -2.152776 0.01 -0.07 0.01 0.363
C -0.206866 -0.624279 -1.581552 -0.05 -0.24 0.12 -0.364
C 0.066409 0.545635 -2.283642 -0.14 -0.10 -0.34 0.025
C 0.912712 1.629796 -1.664565 -0.20 0.04 0.05 -0.500
C 0.400898 1.947151 -0.266713 0.35 0.03 -0.37 0.693
O -0.539512 2.678654 -0.052385 -0.34 0.22 -0.03 -0.619
N 1.084593 1.323524 0.721192 0.29 -0.11 0.43 -0.619
C 0.684998 1.389158 2.115086 -0.22 0.04 -0.09 -0.131
C 1.788798 1.928210 2.999630 0.07 0.08 -0.05 0.046
C 2.849523 2.650898 2.471320 -0.08 -0.02 -0.04 -0.232
C 3.841279 3.148294 3.298938 0.10 0.06 0.06 -0.205
C 3.782316 2.931747 4.664204 0.09 0.05 0.01 -0.216
C 2.720995 2.221186 5.199500 -0.04 0.00 0.08 -0.204
C 1.730232 1.723493 4.373315 0.00 0.05 -0.01 -0.226
C 0.225789 0.016355 2.555642 -0.14 -0.01 -0.02 -0.029
C 1.156203 -1.002760 2.726970 -0.07 0.01 -0.02 -0.172
C 0.746548 -2.271110 3.096224 0.10 -0.06 -0.04 -0.225
C -0.598336 -2.534667 3.297388 -0.10 -0.05 0.04 -0.224
C -1.530971 -1.526577 3.120614 -0.07 -0.09 0.06 -0.197
C -1.121132 -0.257475 2.747165 0.09 0.08 -0.01 -0.218
C -0.438482 0.696969 -3.555896 0.02 -0.04 0.08 -0.267
C -1.224675 -0.290441 -4.158195 0.05 -0.10 0.16 0.300
O -1.612741 0.025915 -5.420524 0.14 0.08 0.29 -0.494
C -2.422863 -0.838987 -6.185676 -0.18 -0.24 -0.34 -0.238
C -1.516148 -1.459107 -3.449740 -0.29 -0.16 -0.13 0.132
O -2.267249 -2.473393 -4.020038 0.60 0.26 0.15 -0.524
C -3.501139 -2.752954 -3.388507 -0.31 -0.04 0.12 -0.250
H 0.315028 -3.035427 -0.233761 -0.03 0.02 0.00 0.177
H -1.142256 -2.286942 0.476366 0.05 -0.02 -0.05 0.186
H -1.144971 -4.013575 0.041881 0.04 0.06 0.03 0.198
H 0.184162 -0.753456 -0.585687 0.00 -0.06 0.13 0.219
H 1.957730 1.312631 -1.625623 0.03 0.05 -0.02 0.211
H 0.838740 2.532308 -2.270794 0.06 -0.01 0.09 0.242
H 1.844950 0.701496 0.496058 -0.06 0.07 -0.13 0.397
H -0.162799 2.087107 2.137333 0.15 -0.19 -0.01 0.259
H 2.894805 2.837711 1.408254 0.00 0.00 -0.06 0.217
H 4.661146 3.708939 2.874246 0.07 0.04 -0.03 0.213
H 4.557036 3.318705 5.309247 0.07 0.03 0.05 0.214
H 2.664152 2.054096 6.265008 -0.01 -0.01 0.09 0.214
H 0.902907 1.170850 4.794707 -0.05 -0.07 0.06 0.218
H 2.208048 -0.794468 2.586403 0.13 0.01 0.03 0.207
H 1.477558 -3.054432 3.232046 0.07 -0.07 0.02 0.215
H -0.917799 -3.523301 3.591130 -0.03 -0.09 0.03 0.216
H -2.580823 -1.728050 3.274533 -0.09 -0.02 0.01 0.217
H -1.849282 0.527315 2.603487 -0.07 0.10 -0.02 0.224
H -0.246500 1.589021 -4.130033 0.02 0.14 -0.07 0.221
H -1.972268 -1.827049 -6.292427 -0.07 0.11 -0.03 0.191
H -3.422789 -0.941535 -5.756202 0.06 -0.01 -0.01 0.172
H -2.500603 -0.360723 -7.162462 -0.02 -0.04 0.07 0.187
H -3.987646 -3.500675 -4.013122 -0.06 0.03 0.05 0.189
H -3.359845 -3.152231 -2.382417 -0.03 0.03 -0.10 0.193
H -4.128758 -1.855489 -3.335090 0.04 -0.03 -0.04 0.168
```
Forces are in eV/Å.

As for the spin multiplicity: 1. For the gap between HOMO and LUMO, the calculation gives 0.3264 Ha. For the calculated total energy, the calculation gives -34973.2508 eV. Its HOMO energy is -8.25 eV. The relative energy (zero: lowest compared OMol25 entry of this formula, charge and spin) is 1.505 eV. As for the SMILES: COc1cc(CC(=O)NC(c2ccccc2)c2ccccc2)cc(OC)c1OC.

(2)
A structure of composition C24H26BeN4S2Si, computed with ωB97M-V/def2-TZVPD.

```
58
Properties=species:S:1:pos:R:3:forces:R:3:nbo_charge:R:1
C 0.582858 1.498897 4.349761 -0.46 0.09 -0.47 -0.375
C 0.887346 2.395088 3.283905 -0.60 -0.29 0.15 -0.374
C -0.335032 2.734747 2.636507 0.00 -0.56 0.44 -0.370
H 1.876480 2.771339 3.028882 -0.19 -0.02 0.06 0.187
C -1.390421 2.032820 3.283671 0.74 -0.04 0.23 -0.384
C -0.825255 1.276957 4.349016 0.40 0.28 -0.43 -0.376
H -1.377925 0.668950 5.062142 0.10 0.11 -0.07 0.181
H 1.290911 1.083968 5.066686 -0.13 0.13 -0.14 0.184
H -0.449235 3.383221 1.774630 0.05 0.04 0.10 0.188
H -2.447328 2.088055 3.038360 0.11 0.10 0.06 0.176
Be -0.048626 -0.833383 0.639479 0.41 1.04 1.34 1.595
C 0.361855 0.734658 -0.031655 -0.01 0.42 -0.14 -1.460
H -0.386284 1.388981 -0.499182 0.24 -0.07 0.06 0.235
H 1.292035 0.844073 -0.610516 -0.27 0.04 0.11 0.208
H 0.568892 1.202878 0.961900 -0.19 -0.19 -0.33 0.330
Si -0.150988 -1.188958 -1.718224 -0.43 -1.11 -1.32 1.224
C 1.439987 -1.122519 -2.679209 0.22 0.31 -0.02 -0.415
C 2.062336 0.113131 -2.927804 0.49 -0.24 -0.17 -0.233
H 1.577615 1.041428 -2.608858 0.37 -0.34 0.04 0.227
C 3.267313 0.165056 -3.639098 -0.34 0.01 0.00 -0.209
H 3.766833 1.122100 -3.780662 -0.10 -0.19 -0.02 0.217
C 3.799514 -0.996978 -4.199826 -0.33 -0.13 0.18 -0.203
H 4.734580 -0.955604 -4.758317 -0.26 -0.04 0.12 0.219
C 3.101669 -2.203228 -4.075071 -0.04 0.03 0.07 -0.215
H 3.471894 -3.093857 -4.579056 -0.05 0.15 0.12 0.217
C 1.930393 -2.275739 -3.311860 0.23 0.33 0.00 -0.215
H 1.359999 -3.207210 -3.236340 0.38 0.27 0.05 0.225
C -1.359628 -0.075984 -2.621249 -0.67 0.43 0.08 -0.365
C -1.046615 0.421660 -3.902008 0.11 0.37 0.35 -0.223
H -0.226776 -0.028684 -4.476203 -0.16 0.47 0.37 0.223
C -1.768659 1.498403 -4.435933 -0.23 -0.34 0.15 -0.213
H -1.466537 1.926862 -5.392933 -0.15 -0.16 0.23 0.219
C -2.860790 2.023899 -3.737043 0.21 -0.18 0.08 -0.213
H -3.401516 2.885311 -4.134946 0.20 -0.25 0.19 0.219
C -3.291931 1.395904 -2.561240 -0.03 -0.37 -0.20 -0.211
H -4.177849 1.767930 -2.042871 0.13 -0.19 -0.23 0.211
C -2.596263 0.287707 -2.056754 0.16 0.51 -0.26 -0.268
H -3.008344 -0.303066 -1.226691 0.35 0.57 -0.35 0.219
H 0.018100 -1.845734 -0.328640 -0.24 -0.63 -0.42 -0.342
H -0.774985 -2.453703 -2.205594 0.18 -0.42 0.18 -0.202
N -3.135436 0.353997 0.966963 -0.55 -0.36 -0.05 -0.788
C -2.626636 -0.582014 1.780944 0.71 -0.15 0.41 0.345
N -1.395941 -1.079582 1.686034 -0.99 0.31 0.21 -0.753
C -1.041126 -1.793953 2.844411 -3.08 0.44 0.63 0.196
C -2.078045 -1.931950 3.750463 1.65 -0.55 -0.99 -0.431
S -3.519131 -1.174716 3.178141 0.74 0.28 -0.50 0.422
C 0.362648 -1.930772 2.976593 3.05 0.14 1.37 0.101
C 1.147551 -2.132858 4.097514 -1.37 -0.24 -1.27 -0.399
S 2.774062 -1.592842 3.842882 -0.80 0.17 -0.71 0.414
C 2.296473 -1.022428 2.244655 -0.64 -0.56 0.06 0.344
N 1.067268 -1.374778 1.890798 0.44 0.37 0.45 -0.725
N 3.140865 -0.332584 1.471725 0.31 -0.22 -0.07 -0.772
H -4.117103 0.584747 1.060849 0.47 0.16 -0.05 0.411
H -2.548369 0.925107 0.364073 -0.10 -0.28 0.47 0.444
H -2.003299 -2.443354 4.705080 -0.25 0.22 -0.24 0.254
H 0.774177 -2.534425 5.031306 0.34 0.23 -0.04 0.252
H 4.035774 -0.080734 1.869371 -0.28 0.13 -0.43 0.414
H 2.866665 -0.026225 0.541064 0.13 -0.04 0.55 0.431
```
Forces are in eV/Å.

As for the spin multiplicity: 1. For the gap between HOMO and LUMO, the calculation gives 0.2019 Ha. For the calculated total energy, the calculation gives -61218.3313 eV. Its HOMO energy is -5.49 eV.

(3)
A structure of composition C24H26BrCl3N5O4PY, computed with ωB97M-V/def2-TZVPD.

```
65
Properties=species:S:1:pos:R:3:forces:R:3:nbo_charge:R:1
Y 0.120062 1.025081 0.232761 -0.07 -0.75 0.13 1.840
O 1.950395 -0.054202 0.767242 -0.01 0.03 0.08 -0.822
C 3.215599 0.178812 0.872756 0.01 0.04 0.00 0.430
C 4.162341 -0.827216 0.560516 -0.01 -0.02 0.02 -0.283
C 5.510034 -0.604556 0.689366 0.01 0.01 0.00 -0.166
C 6.005682 0.623810 1.150397 0.01 0.00 0.00 -0.302
C 5.107715 1.616517 1.460448 0.00 0.01 -0.01 -0.136
C 3.724482 1.432791 1.312698 -0.01 -0.02 -0.04 -0.244
C 2.865882 2.554028 1.614307 0.00 0.01 0.02 0.194
N 1.625456 2.666516 1.332388 -0.02 0.02 -0.19 -0.533
C 0.935239 3.887280 1.714600 -0.03 0.01 0.00 -0.238
C -0.403759 3.555301 2.419210 0.00 0.02 0.00 -0.243
N -0.658231 2.122870 2.394039 0.10 -0.03 -0.09 -0.505
C -1.054722 1.573644 3.473306 -0.02 0.03 -0.01 0.188
C -1.378802 0.176785 3.672641 0.01 -0.02 0.00 -0.240
C -1.721795 -0.226910 4.970427 0.00 0.01 0.00 -0.140
C -2.035653 -1.532914 5.269054 0.00 0.00 0.00 -0.306
C -2.007141 -2.474816 4.233434 0.00 0.00 0.00 -0.189
C -1.681856 -2.110432 2.949163 0.00 -0.01 0.00 -0.252
C -1.357822 -0.771746 2.614090 -0.07 0.02 0.01 0.418
O -1.081069 -0.455631 1.394161 0.22 0.05 -0.10 -0.827
H 3.778379 -1.769667 0.192326 0.00 0.01 0.00 0.223
H 6.203929 -1.393831 0.423201 0.00 0.00 0.00 0.203
H 7.070308 0.787340 1.250798 0.00 0.00 0.00 0.203
H 5.464329 2.581337 1.807857 0.00 0.00 0.00 0.196
H 3.361238 3.388933 2.127285 0.00 0.00 0.00 0.151
H 0.727804 4.455455 0.804364 -0.01 -0.03 0.00 0.221
H 1.565562 4.505425 2.363918 -0.01 0.00 0.00 0.175
H -1.216273 4.041140 1.877241 0.00 0.01 0.01 0.231
H -0.398156 3.931989 3.448890 0.01 -0.02 0.01 0.169
H -1.168445 2.198725 4.369752 0.00 0.00 0.00 0.144
H -1.733904 0.524539 5.754139 0.00 0.00 0.00 0.195
H -2.294204 -1.825620 6.277721 0.00 0.00 0.00 0.203
H -2.243611 -3.511332 4.446174 0.00 0.00 0.00 0.201
H -1.652619 -2.841635 2.150788 0.00 0.00 0.00 0.205
C -3.245286 -1.266142 -4.259362 0.00 0.00 0.00 -0.068
N -1.899632 -1.829397 -4.203123 0.00 0.01 0.00 -0.466
C -1.985895 -3.173075 -3.641324 0.00 0.00 0.00 -0.069
N -2.649552 -3.244042 -2.338889 0.00 -0.01 0.00 -0.469
C -3.968564 -2.628267 -2.463287 0.00 0.00 0.00 -0.068
N -3.952651 -1.262899 -2.979937 -0.01 -0.01 0.00 -0.469
C -3.312440 -0.345088 -2.028599 0.00 0.00 0.02 -0.525
P -1.546382 -0.773684 -1.651794 -0.03 0.09 0.03 0.791
C -1.001117 -0.979474 -3.408816 0.02 0.03 0.00 -0.532
C -1.852307 -2.570451 -1.305684 0.03 0.00 0.01 -0.523
H -3.831891 -1.862815 -4.964452 0.00 0.00 0.00 0.184
H -3.185493 -0.241956 -4.632546 0.00 0.00 0.00 0.197
H -0.978471 -3.583253 -3.548641 0.00 0.00 0.00 0.197
H -2.554610 -3.794969 -4.339041 0.00 0.00 0.00 0.185
H -4.454654 -2.631565 -1.485090 0.00 0.00 0.00 0.192
H -4.560710 -3.240636 -3.149798 0.00 0.00 0.00 0.185
H -3.881061 -0.336056 -1.094851 0.00 0.00 0.00 0.221
H -3.339854 0.672890 -2.423107 0.00 0.00 0.01 0.238
H 0.011994 -1.388376 -3.419769 0.00 -0.01 0.01 0.247
H -0.937170 0.011366 -3.865261 0.00 0.00 0.00 0.231
H -2.362249 -2.652650 -0.342377 0.00 0.00 0.00 0.221
H -0.891112 -3.080949 -1.204575 0.00 0.00 0.00 0.222
Br -1.646851 2.854049 -0.824820 -0.16 0.34 -0.14 -0.661
Cl 2.323896 3.307561 -1.929330 0.01 0.03 0.03 0.041
C 2.981295 1.893016 -2.769373 -0.10 -0.02 -0.01 -0.200
Cl 4.666330 1.661586 -2.281858 0.00 -0.03 0.05 0.024
Cl 2.913808 2.203039 -4.522329 -0.01 0.01 -0.05 0.001
C 2.146725 0.568768 -2.491629 -0.04 -0.12 0.00 0.765
O 2.622451 -0.446493 -2.961191 -0.02 0.02 0.01 -0.643
O 1.065076 0.732149 -1.860603 0.17 0.28 0.20 -0.811
```
Forces are in eV/Å.

As for the spin multiplicity: 1. For the gap between HOMO and LUMO, the calculation gives 0.2930 Ha. For the calculated total energy, the calculation gives -158901.6042 eV. Its HOMO energy is -5.33 eV. The relative energy (zero: lowest compared OMol25 entry of this formula, charge and spin) is 0.000 eV. The net charge is -1.

(4)
A cluster of 2 separate species, C24H26ClN2S in total, computed with ωB97M-V/def2-TZVPD.

```
54
Properties=species:S:1:pos:R:3:forces:R:3:nbo_charge:R:1
Cl 3.806808 -1.267537 3.477456 -0.21 0.07 0.10 0.101
C 2.103505 -1.114219 3.364724 -0.35 0.02 -0.33 0.061
C 1.522778 0.156285 3.249717 -0.60 0.02 0.05 -0.254
C 0.143648 0.279051 3.081130 0.23 -0.48 -0.01 -0.082
C -0.684181 -0.873815 2.976681 0.87 -0.06 -0.01 -0.108
C -2.100486 -0.808055 2.859708 -0.23 -1.09 1.80 0.299
C -2.907180 -2.073298 3.032910 -0.70 0.27 0.01 -0.483
C -4.373881 -1.623732 3.296148 1.17 -0.12 -0.15 -0.476
C -4.243678 -0.127533 3.382430 0.80 -0.65 -0.68 0.077
C -2.963517 0.292775 3.083214 -0.68 0.89 -0.37 -0.307
C -0.056033 -2.146758 3.167241 0.16 -0.03 -0.08 -0.114
C 1.311866 -2.274747 3.354557 -0.56 0.36 -0.04 -0.250
H 2.147689 1.040442 3.316565 -0.08 -0.12 -0.04 0.254
H -0.321907 1.257205 3.063626 0.21 -0.06 -0.20 0.235
H -2.823279 -2.793084 2.218090 0.13 0.11 -0.05 0.266
H -2.535060 -2.556430 3.940549 0.00 -0.07 -0.15 0.258
H -5.030529 -1.990866 2.492402 -0.11 0.43 0.36 0.266
H -4.685708 -2.077689 4.246013 -0.34 0.28 -0.21 0.260
H -5.093787 0.493361 3.651450 0.31 0.14 -0.02 0.243
H -2.626514 1.335897 3.027856 -0.27 -0.48 0.14 0.266
H -0.665602 -3.053825 3.222453 0.34 0.38 -0.23 0.228
H 1.763532 -3.249674 3.505718 -0.04 0.17 -0.05 0.253
C -1.216666 4.001099 2.813670 -0.06 -0.09 0.44 -0.595
C -1.068256 4.917173 1.623197 0.28 -0.20 -0.27 -0.216
C -1.624025 6.317281 1.868873 -0.13 0.12 0.17 -0.611
C -1.697941 4.296050 0.367907 -0.39 -0.47 -0.16 -0.053
C -1.382893 5.228633 -0.780908 0.33 0.84 -0.14 -0.430
C -1.449806 4.626929 -2.153716 -0.21 -0.86 0.24 -0.205
N -0.754290 3.340566 -2.115936 0.08 0.58 -0.52 -0.441
C -0.152925 2.810415 -3.258523 -0.46 -0.06 0.29 0.227
C 0.470080 1.586228 -3.011711 -0.02 -0.02 -0.91 -0.239
C 1.042668 0.888723 -4.083665 -0.31 0.44 -0.08 -0.197
C 0.928274 1.432959 -5.382000 -0.03 0.09 0.25 -0.223
C 0.265002 2.652133 -5.613022 0.15 -0.29 0.63 -0.188
C -0.276082 3.356384 -4.532492 0.13 -0.15 -0.21 -0.276
S 0.245472 1.112728 -1.335093 -0.22 0.14 0.36 0.314
C -0.724373 2.585900 -0.971792 -0.07 0.50 0.22 0.331
N -1.240407 2.885670 0.169376 0.57 0.20 -0.41 -0.581
H -2.276451 3.836979 3.061674 0.18 0.07 0.00 0.192
H -0.756183 3.036369 2.588494 -0.11 0.19 0.00 0.201
H -0.714728 4.431964 3.683917 -0.13 -0.07 0.04 0.214
H 0.007325 5.025843 1.409411 -0.13 -0.12 0.07 0.197
H -2.722332 6.307622 1.904821 0.16 -0.01 0.05 0.204
H -1.256765 6.720953 2.817555 -0.07 -0.08 -0.09 0.220
H -1.324758 7.018285 1.085356 -0.03 -0.09 0.14 0.216
H -2.795680 4.310201 0.527889 0.33 -0.34 -0.05 0.186
H -2.053864 6.092673 -0.745418 0.14 -0.11 -0.03 0.231
H -0.363457 5.615660 -0.634777 -0.14 -0.04 -0.07 0.206
H -2.491550 4.455593 -2.457541 0.16 0.14 -0.15 0.201
H -0.936992 5.271381 -2.866464 -0.19 -0.03 -0.02 0.219
H 1.540970 -0.063532 -3.904417 -0.13 0.22 -0.19 0.226
H 1.344882 0.896296 -6.236903 -0.08 0.11 0.37 0.226
H 0.153425 3.050622 -6.621694 0.11 -0.19 0.28 0.228
H -0.822354 4.292716 -4.668023 0.25 -0.39 -0.12 0.224
```
Forces are in eV/Å.

As for the spin multiplicity: 1. For the gap between HOMO and LUMO, the calculation gives 0.1558 Ha. For the calculated total energy, the calculation gives -51641.0136 eV. Its HOMO energy is -9.78 eV. The net charge is +1.

| no. | largest force on an atom (eV/A) | LUMO energy (eV) |
| --- | --- | --- |
| 1 | 0.666 | 0.630 |
| 2 | 3.349 | 0.007 |
| 3 | 0.763 | 2.641 |
| 4 | 2.119 | -5.538 |